Entry 1:
{
  "formula": "C18H41NO6P",
  "method": "ωB97M-V/def2-TZVPD",
  "charge": -1,
  "elements": ["P", "O", "O", "O", "O", "O", "O", "N", "C", "C", "C", "C", "C", "C", "C", "C", "C", "C", "C", "C", "C", "C", "C", "C", "C", "C", "H", "H", "H", "H", "H", "H", "H", "H", "H", "H", "H", "H", "H", "H", "H", "H", "H", "H", "H", "H", "H", "H", "H", "H", "H", "H", "H", "H", "H", "H", "H", "H", "H", "H", "H", "H", "H", "H", "H", "H", "H"],
  "xyz": [[0.399353, -1.622487, 3.518560], [-0.047663, -2.893185, 4.655719], [0.139273, -3.854600, 7.898752], [3.451178, 0.454896, -5.966013], [-1.168800, -0.846712, 3.828779], [-3.143444, 1.154558, 0.249405], [1.386961, 2.643297, -2.694820], [-3.072080, -2.123562, 4.201962], [1.678783, 3.871900, -2.030057], [1.555307, 4.326113, -4.346644], [-1.333171, 1.036780, -1.267970], [3.112007, -0.847275, -6.449138], [-1.241665, -3.540219, 7.795815], [-0.987301, -2.400697, 5.544050], [5.216419, -0.273562, -7.358417], [2.268093, 4.801094, -3.083602], [4.627387, 0.924206, -6.625538], [-1.936532, -1.439377, 4.828643], [-4.120323, 0.125499, 3.924843], [-4.327607, -1.355981, 4.144721], [-1.649058, -3.525221, 6.347581], [-2.501877, 1.888081, -0.789967], [3.962926, -1.078132, -7.690573], [1.482007, 2.823133, -4.110202], [-1.861791, -0.374033, -1.026060], [-2.642559, -0.194598, 0.267610], [-2.188236, 2.859134, -0.401040], [-1.080230, -1.126555, -0.940527], [-3.227018, 2.056027, -1.598029], [-3.356508, 0.325211, 3.190513], [-0.447671, -1.808175, 6.295520], [5.307868, 1.345991, -5.885009], [0.694200, -0.599521, 2.516276], [1.735533, -2.168991, 3.327662], [-1.454877, -2.557830, 8.216076], [-0.455267, 1.217456, -0.646304], [3.470042, -0.657720, -8.570356], [-5.063762, 0.551624, 3.605385], [-1.995592, -0.317042, 1.141349], [-2.198768, -0.715168, 5.602093], [0.550138, 4.752739, -4.390762], [-3.882398, 0.621560, 4.854559], [2.106188, 5.853929, -2.855479], [-4.994195, -1.516173, 4.993650], [-3.269930, -2.971577, 4.719887], [5.801218, 0.011902, -8.231743], [0.746823, 4.276776, -1.619418], [2.041762, -0.885248, -6.652460], [0.501267, -3.438356, 8.696437], [-2.737573, -3.476477, 6.340029], [2.362577, 3.676679, -1.203823], [3.343828, 4.633197, -3.175229], [-2.533792, -0.666541, -1.839256], [4.341698, 1.717379, -7.326221], [-3.479806, -0.887016, 0.360463], [-0.159414, -2.432226, 2.456341], [-4.875133, -1.731004, 3.282858], [2.074650, 4.582386, -5.269528], [-1.350772, -4.471144, 5.914333], [3.342166, -1.578374, -5.667675], [-1.059463, 1.236608, -2.302921], [0.618056, 2.359686, -4.589141], [4.154486, -2.133180, -7.879457], [2.384123, 2.317475, -4.465366], [0.942775, -0.793274, 4.590191], [-1.816240, -4.298569, 8.326690], [5.861426, -0.845512, -6.688004]],
  "forces_ev_per_angstrom": [[0.8, 0.3, -0.7], [-0.2, 0.1, -0.2], [0.4, 0.2, 0.5], [0.0, 0.0, -0.1], [-0.4, 0.3, 0.3], [0.0, 0.0, -0.1], [0.0, 0.1, -0.1], [-0.6, 0.2, 0.8], [-0.1, 0.0, 0.0], [-0.1, 0.0, 0.0], [0.0, 0.0, 0.1], [0.1, 0.0, 0.1], [0.1, 0.0, -0.1], [0.4, -0.6, 0.8], [0.0, -0.1, 0.1], [0.1, 0.0, 0.0], [-0.1, 0.0, 0.0], [0.8, -0.6, -1.1], [-0.5, 0.0, 0.3], [0.4, -0.3, -0.8], [0.2, -0.1, 0.0], [-0.1, -0.1, 0.0], [0.0, 0.1, -0.1], [0.2, 0.0, 0.1], [-0.1, 0.0, -0.1], [0.2, 0.0, 0.2], [0.0, 0.0, 0.0], [0.0, 0.0, 0.1], [0.0, 0.0, 0.0], [0.2, 0.1, -0.2], [0.0, 0.4, 0.1], [0.0, 0.0, 0.0], [-0.1, 0.1, 0.3], [-0.2, -0.3, -0.1], [0.0, 0.1, 0.3], [0.0, 0.0, 0.0], [0.0, 0.0, 0.0], [-0.2, 0.2, -0.3], [0.0, -0.1, 0.0], [-0.6, 0.4, -0.1], [0.0, 0.0, 0.0], [0.4, 0.2, 0.2], [0.0, 0.0, 0.0], [0.0, 0.0, 0.5], [0.1, 0.0, -0.3], [0.0, 0.0, 0.0], [0.0, 0.0, 0.0], [0.0, 0.0, 0.0], [-0.2, -0.2, -0.4], [-0.2, 0.0, 0.0], [0.0, 0.0, 0.0], [0.0, 0.0, 0.0], [0.0, 0.0, 0.0], [0.1, 0.0, 0.0], [-0.1, 0.1, 0.0], [-0.1, 0.0, 0.1], [-0.2, -0.2, -0.2], [0.0, 0.0, 0.0], [0.0, -0.3, -0.3], [0.0, 0.0, 0.0], [0.0, 0.0, 0.0], [0.0, 0.0, 0.0], [0.0, 0.0, 0.0], [0.0, 0.0, -0.1], [-0.1, -0.2, 0.1], [-0.2, -0.1, 0.2], [0.0, 0.0, 0.0]],
  "mulliken_charge": [-0.229, -0.448, -0.498, -0.293, -0.331, -0.411, -0.395, -0.250, -0.446, -0.586, -0.167, -0.472, -0.841, 0.304, -0.588, -0.547, -0.462, 0.445, -1.044, -0.478, -0.778, -0.492, -0.538, -0.184, -0.650, -0.065, 0.234, 0.367, 0.278, 0.172, 0.079, 0.295, -0.054, 0.002, 0.425, 0.188, 0.265, 0.393, -0.002, -0.087, 0.277, 0.354, 0.347, 0.237, 0.236, 0.322, 0.250, 0.276, 0.291, 0.351, 0.294, 0.257, 0.299, 0.304, 0.294, -0.138, 0.363, 0.333, 0.277, 0.279, 0.121, 0.303, 0.332, 0.105, -0.076, 0.323, 0.277]
}

Entry 2:
{
  "formula": "C4H12N2",
  "method": "ωB97M-V/def2-TZVPD",
  "smiles": "[NH3+]/C=C/CC[NH3+]",
  "charge": 2,
  "elements": ["N", "N", "C", "C", "C", "C", "H", "H", "H", "H", "H", "H", "H", "H", "H", "H", "H", "H"],
  "xyz": [[2.570299, -0.656793, -1.631168], [-2.493316, 0.477123, 1.707254], [-0.658791, 0.513391, 0.114216], [-1.068469, -0.168080, 1.373330], [1.599501, 0.058798, -0.740338], [0.327853, -0.205743, -0.927412], [-3.015652, -0.166115, 2.375289], [-0.693983, 0.165299, 2.353315], [-0.116002, -1.020887, -1.609130], [3.321132, -0.091114, -1.992022], [1.904196, -0.874450, -2.515842], [-2.497473, 1.417340, 2.020381], [-3.120695, 0.399847, 0.875162], [-0.265970, 1.515101, 0.204060], [3.019168, -1.523309, -1.296163], [-0.842046, -1.256028, 1.225534], [-1.484750, 0.457175, -0.649358], [2.052626, 1.044640, -0.442604]],
  "forces_ev_per_angstrom": [[-2.5, -1.0, -2.9], [-2.0, -5.2, -1.5], [0.6, -0.3, -4.2], [-0.1, 1.2, 1.3], [2.0, 1.4, -1.5], [-1.5, -1.1, 2.6], [0.9, 1.2, -0.3], [1.5, -0.3, -0.8], [0.9, 1.2, 1.2], [0.5, 0.7, -0.1], [2.5, 0.0, 2.1], [0.4, 1.2, 0.6], [0.5, 0.5, 0.4], [-0.3, 0.4, 0.2], [-0.5, 0.2, 0.2], [-1.8, 0.6, 0.7], [-0.2, 0.9, 1.4], [-0.7, -1.4, 0.8]],
  "mulliken_charge": [-0.340, -0.415, -0.635, -0.365, -0.142, -0.506, 0.390, 0.297, 0.344, 0.385, 0.442, 0.353, 0.386, 0.430, 0.368, 0.397, 0.320, 0.291]
}

In hartree, the electronic energy values for the records above are, in order, -1557.8836; -268.4070.
In eV, the relative energy (zero: lowest compared OMol25 entry of this formula, charge and spin) values for the records above are, in order, 0.0000; 2.0068.